# C34H29Cl2IrN6O11SSe

A structure of composition C34H29Cl2IrN6O11SSe (ωB97M-V/def2-TZVPD, the Open Molecules 2025 dataset).

XYZ file:
```
85
Properties=species:S:1:pos:R:3:forces:R:3:mulliken_charge:R:1
Ir 1.4278 -0.0220 1.4307 -0.25 -0.13 -0.17 2.46
C 3.4325 2.4118 1.3103 0.00 -0.04 -0.06 -1.23
O 2.3286 1.8258 2.0356 -0.11 0.01 -0.04 0.16
C 2.3838 1.8376 3.4220 0.02 0.01 0.01 0.73
C 3.2793 2.5817 4.1622 0.00 0.03 0.00 -0.70
C 3.1815 2.5424 5.5491 -0.01 -0.01 0.00 -0.94
C 2.2070 1.7824 6.1806 0.01 0.01 -0.01 -0.76
C 1.3129 1.0364 5.4296 0.02 -0.03 0.01 -0.71
C 1.4220 1.0550 4.0521 -0.06 0.08 -0.04 0.45
N 0.5627 0.3383 3.1639 0.21 -0.41 0.14 1.17
N -0.5601 0.0178 3.5795 -0.21 0.41 -0.05 -0.77
C -1.5158 -0.4487 2.7030 0.01 -0.19 0.08 -0.22
C -1.5070 -0.2073 1.3266 0.26 0.15 -0.04 1.05
O -0.4722 0.4170 0.6915 -0.11 0.30 0.89 -1.02
C -2.6439 -0.5602 0.5753 -0.17 -0.02 -0.04 -1.10
C -3.7069 -1.1845 1.1609 0.05 0.02 -0.03 -1.07
C -3.7435 -1.4675 2.5435 -0.01 0.01 0.04 0.78
C -4.8564 -2.1032 3.1422 0.02 0.02 -0.03 -1.15
C -4.8833 -2.3215 4.4881 0.01 0.00 0.03 -0.56
C -3.7974 -1.9046 5.2840 -0.03 -0.01 0.00 -0.75
C -2.7062 -1.2949 4.7289 0.02 -0.02 -0.02 -0.40
C -2.6503 -1.0653 3.3361 -0.02 -0.01 0.01 0.87
H 4.3574 1.8950 1.5607 0.00 0.01 0.01 0.52
H 3.4791 3.4725 1.5398 -0.01 0.01 0.00 0.46
H 3.1924 2.2691 0.2613 0.00 0.01 0.00 -0.07
H 4.0420 3.1811 3.6882 -0.01 0.00 -0.01 0.52
H 3.8832 3.1159 6.1390 0.00 0.00 0.00 0.45
H 2.1478 1.7653 7.2595 0.00 0.00 0.00 0.44
H 0.5466 0.4318 5.8931 0.00 0.00 0.00 0.49
H -2.6911 -0.3322 -0.4761 0.02 0.01 0.07 0.88
H -4.5552 -1.4632 0.5472 -0.01 0.00 0.01 0.49
H -5.6825 -2.4083 2.5121 0.00 0.00 0.00 0.44
H -5.7321 -2.8083 4.9485 0.00 0.00 0.00 0.40
H -3.8277 -2.0713 6.3527 0.00 0.00 0.00 0.43
H -1.8812 -0.9885 5.3546 0.01 -0.01 -0.01 0.43
C 2.1579 -1.2141 -3.6932 -0.01 -0.03 0.01 -0.96
N 1.2457 -0.2332 -4.2706 -0.13 -0.09 0.11 0.45
C 1.2857 1.1015 -4.1182 0.31 0.08 0.13 -0.57
Se 2.4684 2.0952 -3.0839 -0.02 -0.06 -0.18 0.19
N 0.2627 1.6329 -4.8087 -0.22 -0.11 0.02 0.21
C -0.4991 0.6271 -5.3643 0.13 0.08 -0.08 0.61
C -1.6859 0.6478 -6.0938 -0.05 -0.06 -0.09 -1.15
C -2.1881 -0.5768 -6.4699 0.16 0.19 -0.17 -0.26
C -1.5353 -1.7838 -6.1447 0.36 -0.01 -0.31 -0.81
C -0.3608 -1.8041 -5.4280 -0.03 -0.04 -0.18 -0.53
C 0.1424 -0.5641 -5.0349 0.18 0.06 -0.11 0.64
H 2.8458 -0.7025 -3.0285 0.04 0.03 0.04 0.26
H 2.7033 -1.7129 -4.4926 0.01 0.01 0.02 0.39
H 1.5802 -1.9390 -3.1203 0.03 0.00 -0.03 0.38
H 0.0161 2.6102 -4.7621 0.03 0.10 -0.02 0.44
H -2.1921 1.5727 -6.3317 0.00 0.01 -0.01 0.50
H -3.1164 -0.6197 -7.0219 0.00 -0.02 0.02 0.42
H -1.9796 -2.7185 -6.4577 -0.02 0.01 0.03 0.31
H 0.1315 -2.7314 -5.1684 -0.01 0.00 0.01 0.46
C 3.9999 -2.7110 0.4995 -0.01 0.00 0.00 -0.87
S 3.8576 -0.9689 0.6483 -0.02 0.00 0.00 1.30
O 5.1131 -0.3527 0.3809 0.05 -0.03 0.03 -0.60
O 3.2932 -0.6987 2.0279 0.01 0.06 0.04 -0.72
O 2.7236 -0.4837 -0.2260 0.07 0.06 -0.10 -1.00
H 4.4419 -3.0597 1.4314 0.04 -0.01 -0.02 0.41
H 4.6655 -2.9203 -0.3345 -0.04 0.00 -0.03 0.39
H 3.0100 -3.1427 0.3543 -0.01 0.00 0.04 0.16
O 0.9411 -3.3945 -0.5267 -0.01 -0.01 -0.04 -0.71
C 0.5945 -2.2903 -0.1688 -0.02 0.03 0.13 -0.65
O 0.8024 -1.8727 1.0751 0.14 -0.12 -0.25 -0.67
C -0.2210 -1.4210 -1.1002 0.06 0.18 0.13 1.33
C -0.1875 0.0276 -1.0351 0.29 -0.44 -1.51 0.28
C -1.0716 0.6935 -1.9379 0.12 -0.32 0.13 -0.31
C -1.9795 0.0287 -2.7557 -0.19 0.18 0.09 -0.59
C -1.9594 -1.3382 -2.7720 -0.03 -0.12 0.18 -1.10
C -1.0582 -2.0618 -1.9632 -0.27 -0.04 0.06 -0.48
N -2.8387 -2.0524 -3.6850 -0.18 0.01 0.41 1.25
O -2.7378 -3.2634 -3.7306 0.01 0.01 -0.08 -0.66
O -3.6057 -1.3958 -4.3658 -0.24 -0.12 0.30 -0.66
N -0.9126 2.0993 -2.1110 0.26 0.35 -0.27 1.52
O -1.7104 2.7063 -2.8122 0.01 -0.04 0.07 -0.79
O 0.0840 2.6384 -1.6222 -0.23 -0.11 0.16 -0.61
H 0.7977 0.4828 -0.9850 -0.14 0.13 0.48 0.33
H -2.6471 0.5851 -3.3978 -0.01 -0.03 0.05 0.57
H -1.0419 -3.1425 -2.0127 0.00 0.00 0.02 0.69
Cl 1.3956 5.4358 1.0849 -0.01 -0.03 0.02 -0.16
C 0.0579 4.9441 2.1395 0.02 0.04 0.00 -0.48
Cl -0.5197 3.3165 1.7632 -0.04 0.02 0.00 0.02
H -0.7574 5.6410 1.9916 0.00 -0.01 0.00 0.38
H 0.4139 4.9585 3.1626 -0.02 -0.01 0.01 0.28
```
Positions in Å, forces in eV/Å.

The value obtained for the max |F| is 1.60 eV/Å. The net charge is +1. The HOMO energy (spin up / spin down) is -10.45 / -10.45 eV. The spin multiplicity is 2. The value obtained for the energy is -171244.5660 eV. The value obtained for the energy relative to the best compared isomer or geometry (same formula, charge and spin) is 39.8 kcal/mol. Its HOMO-LUMO gap (spin up / spin down) is 0.2461 / 0.1735 hartree.